C21H25Br4ClF17N4 | the ωB97M-V functional and the def2-TZVPD basis

Geometry as ORCA input:
```
! wB97M-V def2-TZVPD RIJCOSX def2/J DEFGRID3
* xyz 1 1
N -2.76 1.21 5.66
C -2.11 0.91 4.60
C -1.39 -0.41 4.54
C -0.76 -0.77 3.20
N 0.50 0.06 2.96
C 0.62 0.54 1.71
N 1.72 0.34 0.99
C 1.87 0.89 -0.35
F 0.86 0.50 -1.13
F 1.89 2.23 -0.30
C 3.25 0.44 -0.94
F 4.18 0.85 -0.06
F 3.42 1.09 -2.10
C 3.39 -1.12 -1.14
F 4.27 -1.57 -0.22
F 2.21 -1.72 -0.87
C 3.94 -1.57 -2.53
F 5.13 -0.98 -2.68
F 4.14 -2.90 -2.44
C 3.03 -1.26 -3.78
F 1.82 -0.81 -3.37
F 3.61 -0.28 -4.49
C 2.82 -2.45 -4.77
F 2.24 -1.90 -5.86
F 4.01 -2.92 -5.12
C 1.89 -3.61 -4.25
F 1.59 -3.42 -2.94
F 2.56 -4.77 -4.36
C 0.55 -3.77 -5.01
F 0.77 -4.12 -6.26
F -0.16 -4.70 -4.41
F -0.14 -2.63 -4.99
N -0.42 1.27 1.16
C -1.73 0.58 1.22
C -1.65 -0.77 1.94
C -3.05 -1.32 2.20
C -3.75 -1.77 0.91
C -4.57 -3.03 1.11
Cl -3.51 -4.46 1.17
H -3.18 2.13 5.59
H -2.07 1.61 3.76
H -0.60 -0.39 5.30
H -2.10 -1.19 4.81
H -0.39 -1.79 3.29
H 1.33 -0.43 3.30
H 2.49 -0.18 1.38
H -0.47 2.19 1.59
H -2.46 1.24 1.68
H -2.07 0.42 0.19
H -1.17 -1.47 1.24
H -2.98 -2.17 2.89
H -3.67 -0.56 2.69
H -3.03 -1.94 0.11
H -4.44 -0.99 0.58
H -5.14 -3.00 2.04
H -5.27 -3.18 0.29
Br -1.74 4.28 2.50
C -0.45 4.95 3.81
C -0.52 4.21 5.12
Br -2.11 4.68 6.13
H -0.66 6.01 3.91
H 0.53 4.82 3.35
H 0.33 4.48 5.75
H -0.54 3.14 4.99
Br -1.15 2.60 -6.31
C 0.18 3.13 -5.00
C 0.17 2.22 -3.80
Br -1.37 2.56 -2.65
H -0.03 4.16 -4.74
H 1.14 3.06 -5.51
H 1.05 2.39 -3.18
H 0.12 1.17 -4.08
*
```

Values from the calculation:
HOMO (Ha): -0.4409
Kohn-Sham gap (eV): 8.1933
E (Eh): -13487.98405